DFT (ωB97M-V/def2-TZVPD) results for a structure of composition C32H40N5OP2Pb in a non-equilibrium geometry.

Structure (XYZ):
```
81
C32H40N5OP2Pb | OMol25 | ωB97M-V/def2-TZVPD
Pb 0.00 -0.23 -3.85
C 0.20 -2.71 2.34
C 0.52 -2.95 1.04
C -0.06 -3.78 -0.09
C -1.16 -3.06 -0.89
C -2.56 -3.12 -0.30
C -2.90 -3.36 0.98
C -2.03 -3.90 2.10
C -1.19 -2.86 2.94
C -1.16 1.53 -3.35
H 0.92 -2.18 2.99
H 1.38 -2.39 0.65
H -0.45 -4.74 0.23
H 0.80 -3.95 -0.77
H -0.84 -2.00 -1.07
H -1.20 -3.56 -1.88
H -3.38 -3.07 -1.04
H -3.97 -3.23 1.25
H -1.33 -4.70 1.78
H -2.76 -4.39 2.79
H -1.69 -1.86 2.95
H -1.08 -3.20 4.00
H -0.50 2.20 -2.74
H -1.91 1.02 -2.72
H -1.73 2.06 -4.11
P -2.74 -4.37 -5.33
P 0.36 -5.60 -4.88
N -4.25 -4.80 -4.42
N -3.59 -4.28 -6.92
N 0.07 -6.80 -3.55
N 1.82 -6.42 -5.56
C -2.25 -6.17 -5.53
C -0.83 -6.36 -6.09
C -4.96 -3.92 -3.60
C -6.17 -4.51 -3.23
C -6.23 -5.79 -3.87
C -5.04 -5.95 -4.59
C -3.53 -3.14 -7.73
C -3.98 -3.45 -9.00
C -4.39 -4.83 -8.99
C -4.18 -5.30 -7.70
C -0.16 -6.44 -2.22
C -0.61 -7.56 -1.51
C -0.62 -8.66 -2.42
C -0.25 -8.17 -3.67
C 2.28 -7.74 -5.57
C 3.39 -7.84 -6.42
C 3.60 -6.54 -6.99
C 2.62 -5.70 -6.47
H -2.93 -6.77 -6.17
H -2.32 -6.56 -4.50
H -0.66 -7.44 -6.27
H -0.67 -5.84 -7.06
H -4.52 -2.97 -3.31
H -6.93 -4.07 -2.59
H -7.04 -6.50 -3.85
H -4.67 -6.82 -5.11
H -3.12 -2.23 -7.31
H -4.02 -2.78 -9.85
H -4.80 -5.40 -9.82
H -4.35 -6.28 -7.29
H 0.00 -5.41 -1.91
H -0.88 -7.59 -0.46
H -0.87 -9.69 -2.20
H -0.23 -8.66 -4.64
H 1.80 -8.50 -4.98
H 3.97 -8.73 -6.62
H 4.38 -6.26 -7.69
H 2.41 -4.66 -6.66
O 0.68 0.95 -1.18
N 0.92 1.54 -0.01
C 2.21 1.52 0.49
C 2.46 1.98 1.78
C 1.42 2.58 2.49
C 0.10 2.50 2.02
C -0.13 1.99 0.75
H 2.98 1.03 -0.11
H 3.46 1.92 2.23
H 1.67 3.08 3.42
H -0.74 2.81 2.64
H -1.12 1.95 0.32
```

As for the HOMO energy (alpha / beta): -12.81 / -11.46 eV. Its LUMO energy (alpha / beta) is -0.2525 / -0.3576 Eh. As for the orbital gap (alpha / beta): 5.94 / 1.73 eV. As for the charge: +2. The molar mass comes out at 779.9 g/mol. For the energy above the lowest of the compared OMol25 structures with the same formula, charge and spin, the calculation gives 32.80 kcal/mol. Its spin multiplicity is 2.